Entry 1:
The following is a quantum chemistry calculation of the ion C9H12N3S2 with charge +1 at a distorted geometry, from the Open Molecules 2025 dataset.

Geometry as XYZ:
```
26
Properties=species:S:1:pos:R:3:forces:R:3
H -4.18836 1.54194 1.14836 -0.464 1.531 0.880
N 2.20920 -0.47405 0.34411 1.525 1.593 0.975
H 3.58566 -1.95521 0.53323 -0.042 0.984 0.700
H 1.22490 0.13834 -1.79582 -1.160 -1.429 -0.634
H -3.49228 -1.30105 -1.88408 0.205 0.408 1.483
H 4.25838 -0.42513 0.36612 1.439 1.218 -0.402
H 1.34678 1.95415 -1.66887 0.654 -1.711 -0.511
H -1.21274 -1.57355 -1.22523 -0.466 -0.027 1.203
C -3.46955 0.98374 0.64062 0.940 -0.926 -1.053
H -4.90209 0.42749 -0.90494 -0.016 0.029 0.529
H -1.86978 1.35929 1.99144 0.204 -0.534 -1.458
C 1.02226 -1.02410 0.74998 -0.769 -1.661 -1.125
S 0.79116 -2.62328 0.78813 0.076 -0.594 0.592
N 1.99100 0.93066 -0.03666 1.230 0.060 1.052
C 1.83879 0.92063 -1.51162 -0.855 4.414 0.593
C -1.35942 -0.19661 0.49856 -0.677 0.136 -1.421
C -3.16952 -0.80138 -0.92022 -0.444 0.288 -2.245
C -1.86894 -1.01597 -0.52061 0.735 0.373 -0.487
H 2.81523 1.55017 0.12262 -0.491 -0.870 0.597
C 3.51409 -0.89374 0.92381 -1.748 -2.724 -2.387
N 0.02625 -0.12329 0.71991 -0.077 2.856 1.350
H 2.81314 0.92420 -1.97260 0.273 -0.306 -0.065
C -2.12452 0.85120 1.00065 -1.027 -0.381 2.856
H 3.60453 -0.94700 1.96971 -0.059 0.600 1.344
S 0.56188 1.52250 1.06116 1.035 -1.929 -1.745
C -3.94606 0.25004 -0.41779 -0.020 -1.398 -0.623
```
Forces are in eV/Å.

Output
**Kohn-Sham gap**: 6.75 eV
**Charge**: +1
**Energy relative to the best compared isomer or geometry (same formula, charge and spin)**: 91.7 kcal/mol
**SMILES**: CN1C(=S)N(c2ccccc2)S[N@@H+]1C
**Electronic energy**: -1310.39666 a.u.
**HOMO**: -11.993 eV

=====

Entry 2:
The following is a quantum chemistry calculation of an isolated molecule of C4H8OS at a distorted geometry, from the Open Molecules 2025 dataset.

Geometry as XYZ:
```
14
Properties=species:S:1:pos:R:3:forces:R:3
H -1.65055 1.39213 0.08968 0.295 -0.102 0.046
H 0.36361 -1.80938 1.21412 0.298 -0.078 -1.066
S -1.30630 -1.52318 -0.55097 0.405 0.009 -0.527
C -0.91200 1.63593 0.86371 0.295 0.568 -0.702
C 0.29906 -2.01973 0.12364 0.250 0.143 0.174
H 0.44906 1.19921 -1.27939 -0.422 0.285 0.151
H -0.64443 2.69359 0.80512 -0.077 0.162 -0.262
C 0.38320 -0.90406 -0.88222 0.034 0.065 0.880
H 0.84650 -1.17636 -1.82861 -0.348 -0.131 -0.042
O 0.26732 0.86055 0.82776 0.418 -0.456 -1.100
H 1.80362 0.59942 -0.46575 1.981 0.005 0.305
H -1.37184 1.50612 1.81443 -0.345 -0.371 0.812
H 0.70699 -2.97681 -0.24523 -0.404 0.461 0.494
C 0.76575 0.52259 -0.48628 -2.379 -0.561 0.836
```
Forces are in eV/Å.

Output
**Kohn-Sham gap**: 9.74 eV
**Energy relative to the best compared isomer or geometry (same formula, charge and spin)**: 33.4 kcal/mol
**SMILES**: COC[C@H]1CS1
**Electronic energy**: -630.58165 a.u.
**HOMO**: -8.749 eV

=====

Entry 3:
The following is a quantum chemistry calculation of a structure of composition C12H28AlINO8, from the Open Molecules 2025 dataset.

Geometry as XYZ:
```
51
Properties=species:S:1:pos:R:3:forces:R:3
C -3.90282 -9.34423 0.16351 -0.035 0.076 -0.013
C 2.51467 2.10821 2.49479 0.008 -0.044 -0.014
H 4.70029 7.55835 -0.54601 -0.066 0.013 -0.053
I 5.35198 4.26619 -0.35567 0.094 -0.070 0.117
Al 3.29265 4.94708 -1.92608 -0.032 0.217 0.013
O -2.02579 -2.59760 -0.18474 -0.161 0.061 0.134
H -4.38231 -9.53208 1.12264 0.032 0.001 0.009
O -3.87374 -7.93906 -0.11406 -0.038 0.017 -0.002
H -5.81417 -4.30062 -0.73457 -0.047 0.012 0.000
H 3.38615 3.97359 -4.10489 0.053 0.085 -0.050
H 3.72623 8.81698 -1.31656 -0.012 -0.063 0.009
O 1.98593 3.82488 -1.63548 -0.231 -0.273 0.160
C -1.68874 -3.92001 0.24332 -0.053 0.019 0.004
H 2.56145 -0.04334 2.77120 0.012 0.079 -0.059
H -2.15341 -4.14250 1.20299 -0.014 -0.013 -0.017
H -6.67704 -5.37292 0.41211 0.014 0.027 0.003
H 4.62394 7.64603 -2.28889 -0.095 0.047 0.008
H 4.84327 4.59735 -3.75751 -0.078 0.068 -0.079
C -5.07646 -7.36626 -0.17919 -0.062 -0.044 0.014
H -1.87831 0.66734 1.87737 -0.022 0.035 -0.019
H 4.04917 0.78918 3.25895 -0.051 0.021 -0.082
H -0.60988 -4.02867 0.34322 -0.002 0.018 -0.033
H -0.39571 0.70787 0.91335 0.057 -0.021 -0.015
H 2.99601 2.24763 0.14039 -0.037 0.017 -0.036
O 1.45980 2.12980 1.54739 0.016 -0.087 -0.141
H -2.07660 -4.57831 -0.52835 0.013 -0.035 0.036
H 3.22939 2.91837 2.29314 -0.106 -0.031 -0.023
H 2.06604 7.10821 -2.07473 0.085 0.028 0.023
H 1.51711 1.43739 -0.40327 0.015 0.089 0.044
N 3.84663 4.76336 -3.66038 0.123 -0.234 -0.047
H -1.85363 1.54480 0.31367 0.027 0.027 0.041
H -2.86192 -9.65020 0.18328 -0.018 -0.045 0.009
C -6.12875 -5.31794 -0.52652 0.053 -0.066 0.011
H 2.03835 2.30440 3.46037 0.104 -0.033 -0.033
H 3.69214 0.55966 1.54225 0.005 0.013 0.026
H -4.45035 -9.87403 -0.61409 0.032 -0.003 -0.011
H 2.35232 6.81669 -0.37475 0.057 -0.056 -0.068
O -1.00935 -1.81435 1.67268 -0.267 0.030 0.067
C 1.42962 3.60623 -0.37627 0.115 0.106 0.076
H 1.71331 4.38542 0.35563 -0.033 -0.069 -0.086
C 3.24556 0.77087 2.51511 -0.047 0.018 0.151
H 0.32921 3.61756 -0.43009 0.064 -0.042 0.011
C 1.90415 2.27387 0.19354 -0.044 0.021 0.050
O -6.13111 -7.92986 -0.02930 0.055 0.034 -0.008
O -4.91198 -6.07225 -0.43662 0.035 -0.008 0.005
C -1.62704 -1.62985 0.65408 0.633 -0.090 -0.278
C 4.02077 7.76108 -1.38051 0.120 -0.004 0.018
H -6.75527 -5.70582 -1.32762 0.014 0.025 -0.014
C -1.47979 0.68806 0.86456 -0.090 -0.062 0.013
C 2.83847 6.78287 -1.35997 -0.072 0.177 0.036
O -1.95050 -0.45940 0.12658 -0.120 0.013 0.092
```
Forces are in eV/Å.

Output
**Kohn-Sham gap**: 6.92 eV
**Charge**: -1
**Electronic energy**: -1671.05506 a.u.
**HOMO**: -5.076 eV

=====

Entry 4:
The following is a quantum chemistry calculation of an isolated molecule of C5H9NS2 at a distorted geometry, from the Open Molecules 2025 dataset.

Geometry as XYZ:
```
17
Properties=species:S:1:pos:R:3:forces:R:3
C -1.21084 0.12798 0.12218 1.908 2.339 -2.458
H -0.29653 0.12115 -2.59106 -0.065 0.009 -0.063
C 0.13451 1.35210 -0.89662 -2.650 -2.292 1.503
S 1.29450 0.04425 1.03861 -0.407 -0.089 0.027
C 0.56987 0.51872 -2.06511 0.111 0.155 0.003
C -0.78193 -1.61834 1.86478 0.111 0.075 0.057
S -2.59557 -0.30023 -0.51505 -0.079 -0.142 0.113
H 1.18789 -0.31181 -1.72737 -0.011 -0.043 -0.023
H -0.42225 2.25282 -1.13386 -0.032 0.031 -0.056
H 1.14594 1.12466 -2.76870 0.046 -0.002 -0.073
H -0.76941 0.53911 2.11933 -0.088 -0.051 -0.093
H 1.82605 2.04815 0.07994 0.039 0.050 0.014
H -1.84839 -1.74816 2.03683 -0.025 -0.010 -0.003
H -0.24525 -1.79556 2.79374 0.005 -0.058 0.084
H -0.45582 -2.34669 1.12575 -0.019 -0.074 -0.043
N 0.96913 1.52992 0.22957 0.545 0.081 0.422
C -0.51170 -0.21035 1.36114 0.611 0.022 0.588
```
Forces are in eV/Å.

Output
**Kohn-Sham gap**: 7.94 eV
**Energy relative to the best compared isomer or geometry (same formula, charge and spin)**: 59.1 kcal/mol
**Electronic energy**: -1046.95411 a.u.
**HOMO**: -7.936 eV